Run a
Density functional theory data (ωB97M-V with the def2-TZVPD basis set) for C3H8NO as an isolated structure.

The net charge is -1. The calculation puts the HOMO energy at -1.627 eV.

Structure (XYZ):
```
13
Properties=species:S:1:pos:R:3:lowdin_charge:R:1
N 0.31 1.19 2.40 -0.18
H -1.60 1.19 0.08 0.09
H 1.50 0.79 0.79 0.02
H -0.48 -1.68 -0.48 0.09
C -1.27 0.38 -0.56 -0.01
H -1.50 0.41 -1.61 0.09
O 0.89 -0.50 -2.12 -0.51
H 0.99 -0.71 1.75 0.02
C 0.96 0.42 1.69 -0.58
H 1.71 -0.12 -2.46 -0.14
H -0.03 0.24 -0.57 0.11
H -0.81 -0.88 1.07 0.06
C -0.68 -0.74 0.01 -0.06
```

=====

Run b
Density functional theory data (ωB97M-V with the def2-TZVPD basis set) for an isolated ion of composition C3H8NO and charge -1.

The net charge is -1. The calculation puts the HOMO energy at -2.131 eV. The SMILES is C[C@@H](N)C[O-].

Structure (XYZ):
```
13
Properties=species:S:1:pos:R:3:lowdin_charge:R:1
N -0.57 0.56 1.40 0.00
H -0.96 1.15 -0.43 0.11
H -0.04 -1.80 0.06 0.12
H 1.08 -0.18 -1.52 0.08
H -0.80 -0.99 -1.52 0.07
C -0.81 -1.02 -0.39 -0.13
H 1.17 1.47 -0.90 0.06
H 0.09 -0.06 1.92 0.08
C 1.06 0.44 -0.53 -0.53
H -0.07 1.35 1.75 0.04
O 2.09 -0.04 0.22 -0.38
C -0.38 0.36 0.03 -0.56
H -1.85 -1.24 -0.09 0.05
```

=====

Which of them is most stable? Easy: run b.

=====

Run a
Density functional theory data (ωB97M-V with the def2-TZVPD basis set) for one molecule with the formula C10H17NOSi.

The calculation puts the HOMO energy at -7.342 eV.

Structure (XYZ):
```
30
Properties=species:S:1:pos:R:3:lowdin_charge:R:1
O -2.43 -1.80 -0.32 0.03
H 1.30 -3.14 1.08 0.05
H -4.74 -1.25 0.58 0.05
C -1.00 2.47 -0.32 -0.11
H 2.89 -2.31 -1.72 0.06
C 1.36 2.66 -0.58 0.01
H -0.05 -2.84 0.32 0.01
H 3.00 -0.96 1.88 0.04
H 2.21 2.17 -0.08 0.08
C -2.20 0.49 0.09 0.08
C -2.79 -0.72 0.15 -0.50
C 0.66 -2.29 0.87 -0.17
H -0.86 3.49 -0.24 0.07
H 3.72 -0.85 0.26 0.01
H 1.28 -1.99 -2.55 0.04
N 0.22 1.76 -0.33 -0.22
Si 1.43 -0.93 -0.10 0.47
H 3.18 0.58 0.94 0.01
H 1.55 2.69 -1.72 0.14
H 2.33 -0.51 -2.39 0.06
H 0.25 -1.89 1.70 0.00
C 0.25 0.47 -0.26 0.01
C -4.07 -0.63 1.03 0.02
H 1.04 3.53 -0.22 0.03
H -3.95 -0.88 1.99 0.03
C -2.16 1.81 0.04 -0.11
C 2.95 -0.49 0.90 -0.17
H -2.89 2.47 -0.20 0.09
C 2.02 -1.52 -1.83 -0.21
H -4.52 0.41 1.04 0.11
```

=====

Run b
Density functional theory data (ωB97M-V with the def2-TZVPD basis set) for a 2-piece molecular cluster, C10H17NOSi overall.

The calculation puts the HOMO energy (spin up / spin down) at -7.875 / -7.874 eV.

Structure (XYZ):
```
30
Properties=species:S:1:pos:R:3:lowdin_charge:R:1
H 1.16 -2.00 3.12 0.14
H 0.70 -2.22 0.10 0.04
C -0.95 -2.10 -2.09 -0.20
Si -0.44 -0.27 -1.74 0.21
H -0.06 -3.31 1.29 0.09
O 0.60 -0.07 -0.61 -0.36
H -1.51 -2.51 -1.25 0.00
H -1.94 1.60 -1.02 0.00
C -2.11 0.65 -1.51 -0.19
C 0.84 -0.37 1.93 0.10
H -2.79 0.07 -0.89 0.01
H -2.60 0.85 -2.46 0.01
H 1.69 -3.34 1.08 0.09
C -0.41 1.58 2.49 -0.03
H -1.56 -2.19 -2.98 0.01
H 0.28 1.42 -3.45 0.01
H -0.29 -0.04 -4.26 0.01
C -0.12 2.90 2.57 -0.04
C 0.29 0.34 -3.42 -0.18
C 1.26 3.06 2.22 -0.04
H 1.79 3.99 2.19 0.11
C 0.95 -1.64 2.12 -0.05
H -0.79 3.69 2.84 0.11
N 0.75 0.90 2.13 -0.06
H 1.31 0.00 -3.51 0.01
C 0.81 -2.70 1.07 -0.06
H -1.32 1.05 2.65 0.13
C 1.76 1.83 1.95 -0.03
H -0.06 -2.72 -2.23 0.01
H 2.74 1.52 1.64 0.13
```

=====

Which of them is most stable? Easy: run b.